(1)
DFT (wB97M-V/def2-TZVPD) results for a structure of composition C41H56BiN7O7PSSeSi.

The geometry in XYZ format:
```
116
Properties=species:S:1:pos:R:3:forces:R:3:lowdin_charge:R:1
Bi 0.59929 0.31371 -0.16570 -0.1 0.3 -0.3 1.643
N -2.67088 2.89556 1.59643 0.1 -0.1 0.0 0.210
C -1.87999 3.04765 2.72242 0.0 0.0 0.1 -0.175
C -2.12948 3.58968 3.97765 0.1 -0.1 0.0 -0.003
C -1.07797 3.56799 4.87170 0.0 0.0 0.0 -0.069
C 0.17823 3.04024 4.52953 0.0 0.0 0.0 -0.065
C 0.41988 2.50458 3.28234 -0.1 0.0 0.0 -0.009
C -0.63978 2.50376 2.37874 0.0 0.0 0.1 -0.219
N -0.70017 2.02413 1.08355 -0.2 -0.1 -0.1 0.030
C -1.91758 2.27683 0.65809 0.0 0.0 -0.1 -0.286
C -2.35779 1.95877 -0.69288 -0.3 0.1 0.0 -0.347
C -3.62654 1.98392 -1.18919 0.2 0.0 0.0 -0.304
S -3.61500 1.48893 -2.82125 -0.1 0.0 0.1 1.101
C -1.92947 1.27713 -2.73547 0.1 0.1 -0.1 -0.437
N -1.39168 1.56410 -1.58542 -0.1 -0.1 -0.1 -0.042
H -3.62606 3.19054 1.49129 0.0 0.0 0.0 0.171
H -3.08904 4.00412 4.24651 -0.1 0.0 0.0 0.116
H -1.22129 3.98171 5.85990 0.0 0.0 0.0 0.109
H 0.97543 3.07063 5.26016 0.0 0.0 0.0 0.104
H 1.38544 2.11654 2.99417 0.0 0.0 0.0 0.080
H -4.54199 2.23058 -0.68422 -0.1 0.0 0.0 0.084
H -1.36520 0.93427 -3.58947 0.0 0.0 -0.1 0.089
N 1.53627 -2.20092 -2.27263 -0.3 -0.1 0.0 -0.016
C 2.36260 -2.73260 -3.18020 0.1 -0.1 0.0 -0.078
C 3.21114 -1.73054 -3.60516 -0.1 -0.1 0.1 -0.044
C 2.80941 -0.60436 -2.88527 0.0 0.1 0.0 -0.157
N 1.78455 -0.89569 -2.08964 0.1 0.0 0.2 -0.126
H 0.74746 -2.59605 -1.75043 0.1 0.0 -0.1 0.109
H 2.29618 -3.77019 -3.45337 0.0 -0.1 0.0 0.124
H 4.00269 -1.80489 -4.32638 0.0 0.0 0.0 0.102
H 3.20726 0.39463 -2.88681 0.1 0.1 0.0 0.079
O -1.95656 -0.75590 0.35670 -0.4 0.1 0.2 -0.063
C -1.65619 -1.66988 -0.42468 0.3 -0.2 -0.3 -0.674
O -0.52438 -2.23729 -0.46786 0.0 0.0 -0.1 -0.132
C -2.64829 -2.01290 -1.51190 -0.1 -0.1 0.1 -0.094
C -3.97316 -2.30747 -1.21233 0.0 0.1 -0.2 0.085
C -4.85332 -2.53186 -2.25606 0.0 0.0 -0.1 -0.104
C -4.49656 -2.44117 -3.59161 0.2 0.1 0.2 0.092
C -3.17522 -2.11784 -3.83702 0.0 -0.1 0.0 -0.127
C -2.24144 -1.92987 -2.83506 -0.1 -0.1 0.1 0.038
N -2.74073 -1.92049 -5.23033 -0.1 0.3 0.0 -0.346
O -1.72322 -1.26881 -5.39468 0.0 -0.1 -0.1 0.071
O -3.44414 -2.36146 -6.10607 0.1 -0.1 -0.1 0.118
N -6.25948 -2.85988 -1.93319 0.1 0.1 0.0 -0.350
O -7.03309 -2.93723 -2.86059 -0.1 -0.1 0.0 0.102
O -6.53504 -3.00889 -0.76261 -0.1 0.0 0.0 0.095
H -4.32357 -2.35507 -0.19194 0.0 0.0 0.0 0.138
H -5.20874 -2.59770 -4.38649 0.0 0.0 0.0 0.138
H -1.21654 -1.70511 -3.09431 0.0 0.0 0.0 0.121
O 1.63818 -0.52184 1.55341 0.0 -0.2 0.2 -0.609
P 1.81147 -1.56382 2.67872 0.0 0.0 0.2 0.898
C 0.50701 -1.31440 3.91162 0.0 0.1 -0.1 -0.324
C 0.65715 -2.09582 5.23762 0.1 0.0 0.1 -0.185
C -0.70220 -2.37943 5.88395 0.1 -0.1 0.0 -0.185
C -1.62708 -1.18948 5.69406 0.0 0.1 0.1 -0.189
C -1.98035 -1.01865 4.21175 0.0 0.0 0.0 -0.168
C -0.87806 -1.54582 3.28520 0.1 -0.1 -0.1 -0.184
C 3.45499 -1.17350 3.35787 0.1 0.0 0.0 -0.312
C 3.95455 -1.98337 4.56780 -0.1 -0.1 0.1 -0.188
C 5.11129 -1.24556 5.23509 0.1 -0.1 0.0 -0.180
C 4.63054 0.05848 5.88419 0.0 0.0 0.1 -0.180
C 3.43614 0.64996 5.12904 -0.1 0.1 0.0 -0.191
C 3.53861 0.35298 3.64053 0.0 0.0 -0.1 -0.178
C 1.61409 -3.18810 1.89464 -0.1 0.1 -0.2 -0.333
C 1.23709 -4.41936 2.72451 -0.1 0.0 0.0 -0.171
C 2.42508 -5.11320 3.37296 0.1 0.1 0.1 -0.190
C 3.48098 -5.46038 2.32969 0.0 -0.1 -0.1 -0.189
C 3.93425 -4.22626 1.55868 0.1 0.1 0.0 -0.188
C 2.75866 -3.49953 0.91420 0.0 0.0 -0.1 -0.185
H 0.59082 -0.24032 4.12486 0.0 0.0 0.0 0.113
H 1.25488 -1.49451 5.92733 0.0 0.0 0.0 0.101
H 1.20576 -3.02889 5.09732 0.0 0.0 0.0 0.090
H -0.55351 -2.60403 6.94103 0.0 0.0 0.0 0.117
H -1.15189 -3.27279 5.44187 0.0 0.0 0.0 0.117
H -1.12336 -0.28996 6.06246 0.0 0.0 0.0 0.113
H -2.53200 -1.29415 6.29299 0.0 0.0 0.0 0.113
H -2.16375 0.03512 3.99985 0.0 0.1 -0.1 0.102
H -2.90578 -1.55088 3.98503 0.0 0.0 0.0 0.117
H -0.96906 -1.08116 2.30386 0.0 0.0 0.1 0.071
H -1.01566 -2.61647 3.11083 0.0 0.0 0.1 0.114
H 4.11771 -1.39506 2.51060 -0.1 0.1 0.0 0.122
H 4.26998 -2.97740 4.25202 0.0 0.1 0.0 0.091
H 3.16171 -2.12934 5.30388 0.1 0.0 0.0 0.093
H 5.87694 -1.03524 4.48356 0.0 0.0 0.0 0.118
H 5.58515 -1.88987 5.97636 0.0 0.0 0.0 0.115
H 5.44733 0.78190 5.89809 0.0 0.0 0.0 0.112
H 4.36195 -0.11738 6.92753 0.0 0.0 0.0 0.112
H 3.38045 1.72803 5.29370 0.0 0.0 0.0 0.112
H 2.49838 0.24141 5.51648 0.0 0.0 0.0 0.094
H 4.49791 0.71463 3.26553 0.0 0.0 0.0 0.130
H 2.78794 0.89510 3.06633 0.1 -0.1 0.0 0.052
H 0.74100 -2.93764 1.27495 0.0 0.0 0.1 0.092
H 0.77236 -5.11867 2.02038 0.0 0.0 0.0 0.131
H 0.46352 -4.18320 3.45626 0.0 0.0 0.0 0.092
H 2.08907 -6.01223 3.89227 0.0 0.0 0.0 0.119
H 2.86185 -4.46552 4.13920 0.0 0.0 0.0 0.088
H 3.05091 -6.17891 1.62401 0.0 0.0 0.0 0.119
H 4.33508 -5.95562 2.79283 0.0 0.0 0.0 0.115
H 4.65118 -4.50400 0.78430 0.0 0.0 0.0 0.118
H 4.47027 -3.55223 2.23300 0.0 0.0 0.0 0.091
H 2.33290 -4.13882 0.13415 0.0 -0.1 0.0 0.121
H 3.09133 -2.59102 0.40258 0.0 0.0 0.0 0.105
C 0.37942 4.61781 -0.74849 0.2 -0.1 0.0 -0.205
Si 2.08083 3.99342 -1.21861 0.2 0.1 -0.1 0.180
C 3.39860 5.15259 -0.55560 -0.1 -0.2 -0.1 -0.228
C 2.22957 3.80380 -3.08007 -0.1 -0.1 0.2 -0.221
Se 2.64649 1.95741 -0.24182 0.1 0.4 0.0 0.275
H 0.21912 5.63408 -1.10739 0.1 0.1 -0.1 0.042
H 0.26556 4.62262 0.33324 0.0 0.0 0.1 0.024
H -0.38967 3.98649 -1.18026 -0.2 -0.1 -0.1 0.000
H 3.45206 6.06560 -1.14998 -0.1 0.0 0.0 0.036
H 4.38300 4.68529 -0.58439 0.0 0.0 0.0 0.026
H 3.18709 5.42994 0.47662 0.0 0.0 0.1 0.031
H 2.24112 4.76965 -3.58576 0.0 0.1 0.0 0.035
H 1.39213 3.22839 -3.47897 0.0 -0.1 0.0 0.022
H 3.15160 3.28483 -3.33981 0.0 0.0 0.0 0.025
```
Forces are in eV/Å.

Summary:
ΔE to the lowest compared entry with this formula, charge and spin ... 42.77 kJ/mol
Total charge ... +1

---

(2)
DFT (wB97M-V/def2-TZVPD) results for a cluster of 3 separate species, C41H56Cl2F17N4O7P in total.

The geometry in XYZ format:
```
128
Properties=species:S:1:pos:R:3:forces:R:3:lowdin_charge:R:1
C -6.13305 -1.44774 -1.73810 0.1 0.4 -0.4 -0.079
C -5.42887 -1.23297 -3.08619 -0.3 -0.8 0.0 -0.228
C -4.56401 -2.44760 -3.51017 0.1 1.1 0.0 -0.143
C -3.05935 -2.20167 -3.39644 -0.7 -0.2 -0.2 -0.172
O -2.52976 -2.98590 -2.31913 0.0 -0.1 0.0 -0.057
C -1.23688 -2.69340 -2.01002 -1.1 0.0 -0.2 -0.226
C -0.98871 -1.56882 -1.25118 -0.9 1.6 0.0 -0.155
C -2.04510 -0.65403 -0.75047 -0.4 -0.6 0.4 -0.627
Cl -2.38634 0.82259 -1.58907 0.2 0.0 -0.1 0.780
C -2.69332 -0.93314 0.37602 -0.2 0.2 -0.2 -0.695
C -3.72179 -0.09279 1.04488 0.1 -0.3 0.5 -0.125
Cl -2.31910 -2.41136 1.22393 0.0 0.1 0.0 0.737
C 0.29579 -1.29069 -0.92577 0.4 0.4 0.0 -0.024
C 1.29669 -2.14105 -1.30961 1.6 1.4 0.7 -0.042
C 1.09188 -3.26729 -2.03863 0.4 -1.2 -1.0 -0.127
C 2.25232 -4.16736 -2.38911 0.5 0.2 1.2 -0.016
C 2.85012 -4.76761 -1.10581 0.6 0.3 0.3 -0.400
O 3.96828 -4.51691 -0.70330 -1.0 -0.6 -0.5 0.114
N 1.97283 -5.71891 -0.47033 0.4 0.3 0.3 -0.153
C 1.14521 -5.09118 0.58582 -0.4 -0.5 -0.4 -0.049
C 2.73338 -6.81173 0.13013 0.0 -0.2 0.4 -0.086
C -0.22110 -3.52998 -2.41574 -0.1 -1.2 -0.3 -0.058
P -0.56865 -5.00938 -3.41615 0.1 -0.2 -0.7 0.489
O 0.48866 -5.27186 -4.38806 0.6 0.0 -0.1 -0.245
O -1.95300 -4.83078 -4.21302 0.1 0.1 0.6 -0.113
O -0.87688 -6.21852 -2.43460 -0.6 0.4 0.0 -0.081
C 2.56545 -1.52344 -0.78899 1.3 -0.1 -0.2 -0.307
O 3.71932 -1.72349 -1.08302 -1.2 -0.1 0.3 0.162
N 2.19715 -0.50535 0.16251 -0.5 0.1 0.0 0.051
C 2.44513 -0.91121 1.56307 0.8 -0.3 0.0 -0.092
C 3.45678 -0.03852 2.29158 -0.1 0.4 -0.2 -0.035
C 2.97644 1.35351 2.69279 0.0 -1.2 -0.8 -0.442
F 2.54034 1.97241 1.57682 -0.1 0.4 0.1 0.117
F 4.04961 2.01614 3.16354 -0.1 0.4 0.2 0.112
C 1.79455 1.32981 3.70499 1.1 -0.4 0.1 -0.344
F 0.66149 1.11428 3.03676 -0.4 0.4 -0.1 0.169
F 1.98439 0.22961 4.47512 0.2 -0.1 0.3 0.139
C 1.65907 2.50607 4.70404 -1.3 -0.5 0.3 -0.342
F 0.83682 2.02708 5.67392 -0.4 -0.1 -0.1 0.146
F 2.79657 2.78226 5.32849 0.6 0.3 -0.3 0.184
C 0.93092 3.80254 4.22358 0.3 0.6 1.0 -0.327
F -0.24626 3.53446 3.66597 0.0 -0.4 -0.6 0.180
F 0.62818 4.44137 5.37371 0.3 0.2 0.2 0.154
C 1.77514 4.81920 3.37594 0.1 0.5 -0.5 -0.324
F 1.78484 5.99076 4.02082 -0.1 0.3 0.2 0.170
F 3.06540 4.45425 3.25457 0.0 -0.5 0.0 0.162
C 1.20864 5.12820 1.96819 -0.8 0.3 0.3 -0.357
F 0.86184 4.03564 1.28841 0.4 -0.3 -0.1 0.176
F 0.06796 5.82371 2.17504 -0.1 0.2 0.1 0.161
C 2.09155 6.03410 1.07136 0.2 -0.1 -0.7 -0.341
F 1.29850 6.38480 0.04629 -0.3 -0.2 -0.2 0.161
F 2.43853 7.17067 1.67653 0.1 0.0 0.6 0.177
C 3.38550 5.38065 0.45315 0.2 0.2 -0.5 -0.536
F 4.47120 5.93700 0.97874 0.1 -0.1 0.3 0.184
F 3.44301 4.06536 0.61636 0.0 0.2 0.0 0.175
F 3.41251 5.63689 -0.85616 -0.1 -0.1 0.0 0.179
C 0.86570 -0.13215 -0.14437 -0.8 0.3 -0.1 -0.307
O 0.30194 0.90807 0.10523 0.7 -1.1 0.2 0.136
H -5.57321 -1.03406 -0.90509 0.1 -0.1 0.1 0.049
H -7.10418 -0.96012 -1.75921 -0.1 0.1 0.2 0.063
H -6.28742 -2.51073 -1.57616 -0.1 -0.1 0.2 0.071
H -4.84008 -0.32146 -3.10012 0.1 0.2 0.1 0.083
H -6.19292 -1.11497 -3.85207 -0.1 0.1 0.0 0.089
H -4.84773 -3.30710 -2.91453 0.1 -0.3 0.0 0.110
H -4.79216 -2.64595 -4.55404 0.0 -0.3 -0.1 0.109
H -2.85088 -1.14892 -3.23782 0.1 0.1 0.2 0.078
H -2.60554 -2.46424 -4.35142 0.4 -0.2 0.1 0.110
H -4.16856 0.63630 0.38437 0.0 0.1 -0.2 0.054
H -3.26534 0.42160 1.88962 0.1 0.2 0.0 0.090
H -4.47735 -0.74534 1.47306 -0.2 0.0 -0.1 0.071
H 1.95929 -5.01707 -2.98778 0.0 0.2 -0.3 0.091
H 3.02327 -3.56276 -2.85646 0.1 -0.1 -0.2 0.138
H 1.00499 -4.02776 0.43294 0.1 0.1 0.0 0.069
H 1.56393 -5.28358 1.57384 0.2 0.3 0.1 0.087
H 0.16410 -5.56340 0.56656 -0.2 0.0 0.0 0.086
H 2.07128 -7.42706 0.73343 -0.3 0.0 -0.1 0.085
H 3.15855 -7.47186 -0.61749 0.2 0.1 -0.2 0.089
H 3.50532 -6.44092 0.80731 0.2 0.0 -0.1 0.086
H -1.70142 -4.30095 -4.97904 -0.3 -0.2 -0.4 0.085
H -1.80521 -6.46286 -2.55962 0.0 -0.3 0.3 0.094
H 1.51605 -1.06366 2.10544 -0.2 0.3 0.0 0.134
H 2.89213 -1.90390 1.50203 0.1 -0.1 0.1 0.135
H 4.26641 0.16074 1.59321 0.1 0.0 -0.1 0.145
H 3.90435 -0.54131 3.14257 -0.2 -0.1 0.2 0.126
C -9.70188 0.09723 -4.53580 -0.1 0.0 0.0 -0.089
C -9.18715 1.51149 -4.31343 -0.1 -0.1 0.0 -0.277
N -8.21885 1.92765 -5.30913 0.2 0.1 0.0 -0.201
C -7.49987 3.13711 -4.94673 0.1 0.1 0.2 -0.253
C -8.29821 4.43864 -4.81050 0.1 0.1 0.0 -0.086
C -8.65899 1.84273 -6.69087 -0.2 -0.2 -0.2 -0.249
C -9.92323 2.61227 -7.09365 0.0 0.0 -0.1 -0.082
H -8.87423 -0.60999 -4.61291 0.0 0.0 0.0 0.069
H -10.32690 -0.20637 -3.69485 0.0 0.0 0.0 0.073
H -10.31087 0.01653 -5.43713 0.0 0.0 0.0 0.065
H -8.69851 1.53743 -3.33527 0.1 0.1 0.0 0.114
H -10.04630 2.19725 -4.25015 0.0 0.0 0.1 0.102
H -6.69020 3.29147 -5.66512 -0.1 -0.1 -0.1 0.111
H -6.99885 2.94660 -3.99161 -0.1 -0.1 0.0 0.107
H -8.59680 4.83779 -5.77877 -0.1 0.0 0.0 0.055
H -7.67621 5.19860 -4.33277 0.0 0.0 0.0 0.071
H -9.18941 4.31307 -4.19506 0.0 0.0 0.0 0.066
H -8.81648 0.78738 -6.93061 0.0 0.0 0.1 0.100
H -7.83367 2.14720 -7.33899 0.1 0.1 0.1 0.114
H -10.73716 2.47289 -6.38090 0.0 0.0 0.0 0.066
H -10.27569 2.25262 -8.06260 0.0 0.0 0.0 0.072
H -9.73714 3.67980 -7.19905 0.0 0.0 0.1 0.054
C 10.55801 0.57266 3.99635 0.0 0.0 0.0 -0.091
C 9.05462 0.79171 4.08055 0.2 0.1 0.0 -0.276
N 8.37075 -0.23392 4.84448 -0.2 -0.2 0.0 -0.199
C 6.92860 -0.20955 4.68224 -0.2 0.0 -0.2 -0.247
C 6.16355 1.02381 5.17627 0.0 -0.1 0.2 -0.075
C 8.85098 -0.43756 6.19982 0.3 0.0 0.1 -0.248
C 8.84910 0.76385 7.15369 0.0 -0.1 0.1 -0.083
H 10.78615 -0.42566 3.62102 0.0 0.0 0.0 0.080
H 10.99881 1.29956 3.31299 0.0 0.0 0.0 0.072
H 11.04572 0.69904 4.96399 0.0 0.0 0.0 0.064
H 8.65861 0.77409 3.06157 -0.1 0.0 0.1 0.118
H 8.86375 1.80330 4.47163 0.0 0.0 0.0 0.102
H 6.50743 -1.10089 5.15703 0.1 0.0 0.1 0.113
H 6.71806 -0.33181 3.61326 0.1 0.0 0.0 0.106
H 6.09834 1.05364 6.26346 0.1 0.0 0.0 0.061
H 5.14533 0.99072 4.80177 -0.1 0.0 0.0 0.037
H 6.60983 1.95529 4.82688 0.0 0.0 0.0 0.075
H 9.87385 -0.81963 6.14128 0.0 0.1 -0.1 0.101
H 8.28270 -1.25395 6.65236 -0.1 0.0 -0.1 0.114
H 9.25984 1.66128 6.68921 0.0 0.0 0.0 0.066
H 9.46695 0.53810 8.02542 0.0 0.0 0.0 0.071
H 7.85054 0.99329 7.52222 0.0 0.1 -0.1 0.053
```
Forces are in eV/Å.

Summary:
Total charge ... 0
SMILES ... CCCCOc1c(/C(Cl)=C(/C)Cl)c2c(c(CC(=O)N(C)C)c1P(=O)(O)O)C(=O)N(CCC(F)(F)C(F)(F)C(F)(F)C(F)(F)C(F)(F)C(F)(F)C(F)(F)C(F)(F)F)C2=O.CCN(CC)CC.CCN(CC)CC

---

no.,largest force on an atom (hartree/bohr),HOMO-LUMO gap (eV)
1,0.00913,7.9
2,0.04256,7.3